[1]
Density functional theory data (ωB97M-V/def2-TZVPD) for a single C3H7NS molecule.

Atoms and positions in Å:
H (0.052, -1.801, 0.002)
N (-0.796, -1.246, -0.004)
C (-0.696, -0.004, -0.005)
C (-1.903, 0.870, -0.001)
S (0.817, 0.961, -0.001)
C (2.087, -0.337, -0.002)
H (-1.952, 1.416, 0.940)
H (-2.793, 0.259, -0.114)
H (-1.842, 1.597, -0.809)
H (3.044, 0.173, -0.005)
H (1.989, -0.945, -0.898)
H (1.994, -0.942, 0.897)

Forces on atoms 1 to 3 (eV/Å):
0.3 0.3 0.0
-0.6 -1.2 0.0
0.8 0.6 0.0

Computed properties:
* SMILES: [H]/N=C(/C)SC
* M: 89.16 g/mol
* total energy: -15549.6436 eV
* orbital gap: 9.9 eV
* energy relative to the best compared isomer or geometry (same formula, charge and spin): 0.0 kcal/mol

Taken from the Mulliken analysis, the atomic charges in e are: H 0.26; N -0.66; C 0.65; C -1.07; S -0.07; C -0.93; H 0.30; H 0.27; H 0.33; H 0.31; H 0.31; H 0.31

[2]
Density functional theory data (ωB97M-V/def2-TZVPD) for 2 unconnected molecules or ions with the total composition C3H3Cl2F.

Atoms and positions in Å:
C (0.327, -0.005, -0.266)
C (-0.901, 0.473, 0.089)
C (-1.412, 1.785, 0.106)
F (-0.462, 2.741, -0.139)
Cl (-2.850, 2.111, 0.819)
Cl (-0.221, 1.986, 3.067)
H (0.566, -1.026, -0.038)
H (1.182, 0.462, -0.825)
H (-1.675, -0.059, 0.718)

Forces on atoms 1 to 3 (eV/Å):
0.3 0.3 -0.7
-1.1 -0.5 1.2
4.5 0.5 0.9

Computed properties:
* M: 128.96 g/mol
* total energy: -30917.8584 eV
* orbital gap (spin up / spin down): 8.2 / 4.5 eV
* energy relative to the best compared isomer or geometry (same formula, charge and spin): 79.7 kcal/mol

Taken from the Mulliken analysis, the atomic charges in e are: C -0.60; C 0.04; C 0.34; F -0.16; Cl -0.03; Cl -0.34; H 0.26; H 0.27; H 0.22

[3]
Density functional theory data (ωB97M-V/def2-TZVPD) for a single C4H6N2O molecule.

Atoms and positions in Å:
C (1.914, -0.311, -0.898)
C (0.413, -0.147, -0.810)
O (0.071, -0.137, 0.594)
C (-1.214, -0.012, 0.859)
N (-2.155, 0.033, 0.030)
C (-1.365, 0.507, 2.456)
N (-1.498, -0.677, 2.496)
H (2.229, -1.251, -0.437)
H (2.220, -0.320, -1.949)
H (2.426, 0.514, -0.395)
H (-0.129, -0.965, -1.294)
H (0.069, 0.794, -1.252)
H (-3.063, 0.097, 0.477)

Forces on atoms 1 to 3 (eV/Å):
0.0 0.0 0.0
0.1 0.0 -0.3
-0.1 0.0 0.2

Computed properties:
* M: 98.10 g/mol
* total energy: -9269.9140 eV
* orbital gap: 11.1 eV
* energy relative to the best compared isomer or geometry (same formula, charge and spin): 82.7 kcal/mol

Taken from the Mulliken analysis, the atomic charges in e are: C -1.17; C -0.23; O -0.23; C 0.82; N -0.62; C -0.28; N -0.20; H 0.31; H 0.38; H 0.31; H 0.32; H 0.32; H 0.27

[4]
Density functional theory data (ωB97M-V/def2-TZVPD) for 10 unconnected molecules or ions with the total composition C54H40B3O22P.

Atoms and positions in Å:
O (-1.839, 3.615, 2.221)
C (-1.940, 2.429, 2.457)
C (-2.408, 1.942, 3.783)
C (-2.545, 0.641, 4.024)
C (-2.238, -0.372, 2.981)
O (-2.401, -1.559, 3.195)
C (-1.747, 0.111, 1.670)
C (-1.615, 1.412, 1.429)
H (-2.635, 2.702, 4.520)
H (-2.893, 0.255, 4.975)
H (-1.515, -0.648, 0.933)
H (-1.265, 1.789, 0.478)
O (-1.344, 2.676, -4.765)
C (-1.669, 3.297, -5.754)
C (-3.038, 3.848, -5.905)
C (-3.380, 4.532, -6.994)
C (-2.408, 4.768, -8.095)
O (-2.721, 5.394, -9.086)
C (-1.040, 4.213, -7.940)
C (-0.697, 3.528, -6.851)
H (-3.735, 3.658, -5.094)
H (-4.371, 4.944, -7.135)
H (-0.354, 4.404, -8.756)
H (0.292, 3.114, -6.701)
O (2.939, -4.972, 4.943)
C (2.470, -4.241, 4.090)
C (1.058, -3.792, 4.161)
C (0.545, -2.997, 3.226)
C (1.367, -2.527, 2.082)
O (0.889, -1.793, 1.237)
C (2.779, -2.975, 2.009)
C (3.290, -3.772, 2.946)
H (0.481, -4.149, 5.006)
H (-0.480, -2.646, 3.235)
H (3.355, -2.617, 1.164)
H (4.314, -4.119, 2.913)
O (4.322, -1.289, -1.083)
C (3.834, -0.481, -1.847)
C (2.458, 0.039, -1.661)
C (1.944, 0.926, -2.511)
C (2.723, 1.429, -3.669)
O (2.253, 2.241, -4.443)
C (4.101, 0.908, -3.855)
C (4.616, 0.021, -3.009)
H (1.915, -0.339, -0.803)
H (0.953, 1.341, -2.400)
H (4.647, 1.291, -4.708)
H (5.617, -0.377, -3.115)
O (-7.391, -2.111, 2.781)
C (-6.822, -1.761, 1.766)
C (-5.351, -1.562, 1.741)
C (-4.734, -1.154, 0.636)
C (-5.487, -0.891, -0.617)
O (-4.909, -0.514, -1.618)
C (-6.953, -1.105, -0.597)
C (-7.572, -1.507, 0.510)
H (-4.821, -1.767, 2.664)
H (-3.666, -0.998, 0.587)
H (-7.479, -0.903, -1.521)
H (-8.643, -1.658, 0.557)
O (-0.187, 6.871, -11.307)
C (-0.897, 7.801, -11.629)
C (-2.371, 7.756, -11.439)
C (-3.140, 8.783, -11.793)
C (-2.564, 10.013, -12.392)
O (-3.266, 10.949, -12.714)
C (-1.091, 10.056, -12.583)
C (-0.319, 9.033, -12.229)
H (-2.766, 6.853, -10.992)
H (-4.215, 8.776, -11.665)
H (-0.695, 10.963, -13.022)
H (0.756, 9.040, -12.356)
O (7.918, -8.835, 5.642)
C (7.449, -8.116, 4.782)
C (6.039, -7.661, 4.840)
C (5.529, -6.874, 3.896)
C (6.356, -6.417, 2.750)
O (5.895, -5.694, 1.889)
C (7.769, -6.873, 2.691)
C (8.276, -7.661, 3.635)
H (5.458, -8.004, 5.687)
H (4.506, -6.523, 3.925)
H (8.348, -6.526, 1.845)
H (9.301, -8.008, 3.619)
O (12.411, -8.635, 7.417)
C (11.570, -8.279, 8.217)
C (11.958, -7.725, 9.541)
C (11.039, -7.332, 10.419)
C (9.587, -7.429, 10.112)
O (8.753, -7.067, 10.915)
C (9.203, -7.984, 8.790)
C (10.121, -8.378, 7.911)
H (13.020, -7.664, 9.740)
H (11.293, -6.925, 11.389)
H (8.142, -8.050, 8.586)
H (9.854, -8.786, 6.945)
O (-9.067, 2.062, 6.835)
C (-8.679, 1.894, 5.698)
C (-7.367, 1.255, 5.416)
C (-6.942, 1.075, 4.169)
C (-7.759, 1.505, 3.008)
O (-7.370, 1.336, 1.869)
C (-9.070, 2.143, 3.286)
C (-9.496, 2.323, 4.533)
H (-6.792, 0.948, 6.281)
H (-5.992, 0.609, 3.937)
H (-9.646, 2.446, 2.421)
H (-10.448, 2.784, 4.764)
O (0.633, 3.259, -0.935)
P (-0.351, 4.053, -1.729)
B (-2.224, 3.661, -1.384)
O (-2.697, 2.376, -1.469)
B (-3.693, 2.273, -2.445)
O (-4.524, 3.373, -2.624)
B (-4.256, 4.571, -1.981)
O (-3.141, 4.665, -1.158)
H (-0.248, 5.451, -1.581)
H (-0.218, 3.800, -3.107)
H (-3.803, 1.299, -3.103)
H (-4.949, 5.520, -2.152)

Forces on atoms 1 to 3 (eV/Å):
-0.1 -0.1 0.0
0.0 0.1 -0.1
0.0 0.0 0.0

Computed properties:
* SMILES: O=C1C=CC(=O)C=C1.O=C1C=CC(=O)C=C1.O=C1C=CC(=O)C=C1.O=C1C=CC(=O)C=C1.O=C1C=CC(=O)C=C1.O=C1C=CC(=O)C=C1.O=C1C=CC(=O)C=C1.O=C1C=CC(=O)C=C1.O=C1C=CC(=O)C=C1.O=[PH2]B1OBOBO1
* M: 1104.30 g/mol
* total energy: -113006.0930 eV
* orbital gap: 8.2 eV

Atom charges from the Mulliken analysis, given in e for atoms 1 to 99: O -0.57; C 0.23; C -0.61; C -0.66; C 0.83; O -0.67; C -0.35; C -0.10; H 0.48; H 0.54; H 0.66; H 0.30; O -0.47; C 0.37; C -0.26; C -0.53; C 0.14; O -0.49; C -0.32; C -0.41; H 0.47; H 0.47; H 0.52; H 0.47; O -0.58; C 0.50; C -0.61; C -0.32; C 0.30; O -0.42; C -0.47; C -0.26; H 0.45; H 0.44; H 0.61; H 0.35; O -0.53; C 0.39; C -0.43; C -0.10; C 0.19; O -0.53; C -0.49; C -0.49; H 0.65; H 0.48; H 0.41; H 0.43; O -0.59; C 0.12; C -0.27; C -0.16; C 0.24; O -0.59; C -0.39; C -0.50; H 0.68; H 0.45; H 0.46; H 0.44; O -0.53; C 0.37; C -0.25; C -0.40; C 0.38; O -0.55; C -0.36; C -0.33; H 0.48; H 0.41; H 0.40; H 0.41; O -0.56; C 0.45; C -0.40; C -0.18; C 0.46; O -0.54; C -0.51; C -0.32; H 0.45; H 0.28; H 0.42; H 0.43; O -0.55; C 0.32; C -0.38; C -0.37; C 0.31; O -0.54; C -0.29; C -0.33; H 0.41; H 0.40; H 0.47; H 0.56; O -0.55; C 0.29; C -0.44

[5]
Density functional theory data (ωB97M-V/def2-TZVPD) for 6 unconnected molecules or ions with the total composition C58H75N9O4.

Atoms and positions in Å:
C (-1.775, 8.049, 0.034)
C (-1.678, 6.584, 0.642)
C (-2.944, 6.189, 1.427)
C (-4.052, 5.781, 0.467)
C (-3.577, 4.546, -0.299)
C (-2.349, 4.906, -1.158)
N (-1.292, 5.558, -0.339)
O (-0.024, 5.551, -0.841)
C (-2.756, 5.807, -2.326)
C (-1.860, 3.543, -1.694)
C (-0.589, 6.625, 1.738)
H (-0.845, 8.259, -0.495)
H (-1.942, 8.827, 0.777)
H (-2.551, 8.109, -0.729)
H (-3.077, 6.982, 2.160)
H (-2.744, 5.271, 1.991)
H (-4.263, 6.595, -0.226)
H (-4.944, 5.551, 1.052)
H (-4.372, 4.301, -1.004)
H (-3.426, 3.761, 0.443)
H (-3.785, 6.167, -2.263)
H (-2.832, 5.221, -3.245)
H (-2.108, 6.663, -2.498)
H (-1.342, 2.942, -0.943)
H (-1.060, 3.721, -2.417)
H (-2.688, 3.004, -2.151)
H (0.306, 7.215, 1.540)
H (-0.262, 5.621, 2.019)
H (-0.980, 7.063, 2.658)
O (-0.244, 0.494, -1.834)
C (-0.628, -0.261, -0.747)
O (-1.640, 0.074, -0.105)
O (0.047, -1.287, -0.465)
H (-1.127, 0.918, -1.724)
C (-8.219, -2.005, 7.380)
N (-7.462, -2.115, 6.098)
C (-6.112, -2.351, 6.165)
C (-5.257, -2.309, 5.048)
C (-5.881, -2.204, 3.770)
C (-7.251, -2.023, 3.755)
C (-8.033, -1.942, 4.918)
C (-5.080, -2.464, 2.522)
C (-3.733, -2.076, 2.371)
C (-3.024, -2.428, 1.252)
N (-3.663, -3.010, 0.239)
C (-4.969, -3.288, 0.227)
C (-5.669, -3.095, 1.413)
C (-2.786, -3.415, -0.925)
H (-9.262, -1.872, 7.107)
H (-7.797, -1.110, 7.834)
H (-8.099, -2.900, 7.986)
H (-5.644, -2.504, 7.127)
H (-4.194, -2.368, 5.224)
H (-7.720, -1.957, 2.783)
H (-9.100, -1.786, 4.846)
H (-3.302, -1.485, 3.168)
H (-1.979, -2.194, 1.103)
H (-5.408, -3.692, -0.673)
H (-6.724, -3.328, 1.463)
H (-3.083, -4.431, -1.167)
H (-1.754, -3.220, -0.642)
H (-2.996, -2.720, -1.739)
C (7.210, -0.012, -1.508)
N (5.899, 0.313, -0.930)
C (5.873, 0.972, 0.256)
C (4.654, 1.164, 0.874)
C (3.413, 0.882, 0.230)
C (3.513, 0.377, -1.067)
C (4.754, 0.034, -1.569)
C (2.145, 1.346, 0.835)
C (1.583, 0.568, 1.851)
C (0.358, 0.883, 2.447)
N (-0.218, 2.029, 2.002)
C (0.322, 2.880, 1.109)
C (1.475, 2.518, 0.476)
C (-1.632, 2.256, 2.404)
H (7.506, -0.999, -1.153)
H (7.991, 0.628, -1.098)
H (7.263, 0.134, -2.584)
H (6.805, 1.088, 0.790)
H (4.692, 1.699, 1.813)
H (2.639, 0.304, -1.701)
H (4.866, -0.409, -2.549)
H (2.097, -0.359, 2.072)
H (-0.240, 0.270, 3.102)
H (-0.280, 3.731, 0.824)
H (1.877, 3.260, -0.203)
H (-1.570, 2.804, 3.342)
H (-2.162, 1.307, 2.399)
H (-2.055, 2.809, 1.569)
C (7.304, -5.107, 7.153)
N (6.547, -4.733, 5.937)
C (5.218, -4.923, 5.942)
C (4.484, -4.592, 4.790)
C (5.170, -4.145, 3.636)
C (6.575, -4.068, 3.676)
C (7.217, -4.423, 4.819)
C (4.444, -3.885, 2.374)
C (3.125, -3.442, 2.390)
C (2.402, -3.243, 1.214)
N (2.958, -3.446, -0.006)
C (4.308, -3.719, -0.045)
C (5.033, -4.105, 1.072)
C (2.208, -3.297, -1.231)
H (7.402, -6.186, 7.258)
H (6.844, -4.644, 8.023)
H (8.306, -4.688, 7.081)
H (4.754, -5.170, 6.886)
H (3.422, -4.781, 4.794)
H (7.082, -3.778, 2.769)
H (8.295, -4.496, 4.859)
H (2.590, -3.299, 3.317)
H (1.351, -3.015, 1.092)
H (4.722, -3.890, -1.029)
H (6.071, -4.365, 0.921)
H (2.539, -4.024, -1.973)
H (2.335, -2.272, -1.585)
H (1.170, -3.527, -1.000)
C (1.629, 3.677, -8.559)
N (1.358, 2.315, -7.974)
C (0.294, 1.606, -8.449)
C (-0.139, 0.479, -7.753)
C (0.555, 0.131, -6.563)
C (1.672, 0.846, -6.168)
C (2.038, 1.968, -6.881)
C (0.185, -1.136, -5.832)
C (-0.224, -2.242, -6.592)
C (-0.507, -3.421, -5.944)
N (-0.541, -3.485, -4.619)
C (-0.140, -2.446, -3.851)
C (0.242, -1.269, -4.446)
C (-0.899, -4.730, -3.986)
H (2.633, 4.021, -8.327)
H (0.899, 4.346, -8.105)
H (1.463, 3.716, -9.634)
H (-0.298, 2.057, -9.232)
H (-1.002, -0.053, -8.126)
H (2.287, 0.559, -5.328)
H (2.916, 2.551, -6.646)
H (-0.387, -2.171, -7.657)
H (-0.663, -4.352, -6.472)
H (-0.105, -2.543, -2.774)
H (0.722, -0.476, -3.890)
H (-1.313, -4.544, -2.999)
H (-0.047, -5.409, -3.941)
H (-1.684, -5.269, -4.516)

Forces on atoms 1 to 3 (eV/Å):
0.1 -1.2 -0.9
1.2 1.2 1.7
0.4 -0.7 -1.1

Computed properties:
* M: 962.30 g/mol
* total energy: -82897.9085 eV
* orbital gap: 1.5 eV
* energy relative to the best compared isomer or geometry (same formula, charge and spin): 0.0 kcal/mol
* total charge: +6

Atom charges from the Mulliken analysis, given in e for atoms 1 to 99: C -1.67; C 1.02; C -1.05; C -0.86; C -1.38; C 1.78; N 1.26; O -0.59; C -1.71; C -1.22; C -1.28; H 0.42; H 0.41; H 0.35; H 0.60; H 0.22; H 0.35; H 0.46; H 0.54; H 0.12; H 0.35; H 0.44; H 0.38; H -0.54; H 0.58; H 0.59; H 0.38; H 0.12; H 0.42; O -0.12; C 0.17; O -0.75; O -0.14; H 0.14; C -0.80; N -0.01; C -0.45; C -0.60; C 0.82; C -0.79; C -0.15; C 1.19; C -1.19; C 0.31; N 0.19; C -0.20; C -0.87; C -1.13; H 0.28; H 0.40; H 0.35; H 0.44; H 0.41; H 0.45; H 0.43; H 0.38; H 0.26; H 0.51; H 0.51; H 0.64; H 0.02; H 0.54; C -0.99; N 0.11; C -0.52; C -0.66; C -0.36; C -0.46; C -0.42; C 1.20; C -0.36; C -0.69; N 0.13; C -0.58; C -1.21; C -0.13; H 0.36; H 0.38; H 0.37; H 0.44; H 0.59; H 0.50; H 0.54; H 0.62; H 0.48; H 0.99; H 0.64; H 0.38; H 0.09; H -0.32; C -0.95; N 0.04; C -0.43; C -0.63; C 1.09; C -0.85; C -0.18; C 0.92; C -0.86